1.
Here is a structure of composition C6H9N from OMol25. Energies are from ωB97M-V with the def2-TZVPD basis set.

## Properties
* 2S+1: 1
* calculated total energy: -7855.158 eV
* LUMO level: 0.0439 Ha
* energy above the lowest of the compared OMol25 structures with the same formula, charge and spin: 69.2 kcal per mole
* gap between HOMO and LUMO: 9.73 eV

Element x y z (Å)
C  2.00  -0.10  -0.06
N  0.65  -0.63  -0.04
C  -0.30  -0.05  1.00
C  -0.50  1.19  0.08
C  -0.33  0.05  -0.97
C  -1.57  -0.80  -0.67
C  -1.54  -0.87  0.66
H  2.52  -0.42  0.84
H  2.52  -0.53  -0.92
H  2.08  1.00  -0.14
H  0.05  0.01  2.03
H  0.32  1.90  0.10
H  -1.47  1.71  0.13
H  -0.03  0.22  -2.00
H  -2.23  -1.26  -1.39
H  -2.17  -1.41  1.35

***

2.
Here is an isolated molecule of C6H9N in a non-equilibrium geometry from OMol25. Energies are from ωB97M-V with the def2-TZVPD basis set.

## Properties
* 2S+1: 1
* calculated total energy: -7854.030 eV
* LUMO level (spin up / spin down): 0.0227 / 0.0288 Ha
* energy above the lowest of the compared OMol25 structures with the same formula, charge and spin: 95.2 kcal per mole
* gap between HOMO and LUMO (spin up / spin down): 6.44 / 7.59 eV

Element x y z (Å)
C  2.62  -0.44  0.47
C  1.26  -0.05  0.13
C  0.08  -0.84  -0.15
C  -1.07  -0.01  -0.06
C  -2.49  -0.43  -0.29
C  -0.62  1.25  0.25
N  0.75  1.25  0.30
H  3.40  0.30  0.35
H  2.88  -1.48  0.27
H  1.48  -0.23  -0.98
H  0.12  -1.89  -0.41
H  -3.18  0.39  -0.10
H  -2.77  -1.26  0.36
H  -2.64  -0.77  -1.32
H  -1.18  2.17  0.34
H  1.30  1.97  0.75

***

3.
Here is an isolated molecule of C6H9N in a non-equilibrium geometry from OMol25. Energies are from ωB97M-V with the def2-TZVPD basis set.

## Properties
* 2S+1: 1
* calculated total energy: -7857.108 eV
* SMILES: C[C@@H]1[C@H](C)[C@@H]1C#N
* LUMO level: 0.0321 Ha
* energy above the lowest of the compared OMol25 structures with the same formula, charge and spin: 24.3 kcal per mole
* gap between HOMO and LUMO: 11.27 eV

Element x y z (Å)
C  -1.39  -0.81  -0.54
C  -0.24  0.04  -1.03
C  1.05  0.14  -0.27
C  1.36  -0.72  0.93
C  0.09  1.31  -0.27
C  -0.77  1.58  0.86
N  -1.52  1.75  1.72
H  -2.34  -0.37  -0.86
H  -1.27  -1.81  -0.97
H  -1.44  -0.91  0.55
H  -0.17  0.11  -2.11
H  1.93  0.34  -0.89
H  0.46  -0.98  1.49
H  1.83  -1.65  0.61
H  2.05  -0.22  1.62
H  0.37  2.20  -0.83

***

4.
Here is a structure of composition C6H9N in a non-equilibrium geometry from OMol25. Energies are from ωB97M-V with the def2-TZVPD basis set.

## Properties
* 2S+1: 1
* calculated total energy: -7853.224 eV
* LUMO level: 0.0415 Ha
* energy above the lowest of the compared OMol25 structures with the same formula, charge and spin: 113.8 kcal per mole
* gap between HOMO and LUMO: 9.39 eV

Element x y z (Å)
C  -0.28  1.16  -1.14
C  -0.14  1.41  0.30
C  0.42  -0.63  1.49
C  -0.27  -1.65  0.54
C  0.03  -1.41  -0.73
C  0.63  -0.05  -0.86
H  -1.38  0.78  -1.33
H  0.31  1.83  -2.10
H  -1.21  1.15  0.64
H  -0.17  2.41  0.80
H  1.06  -0.91  2.25
H  -0.33  -0.14  2.10
H  -1.02  -2.48  0.75
H  -0.09  -2.02  -1.77
H  1.68  0.06  -1.47
N  0.74  0.48  0.52

***

5.
Here is a structure of composition C6H9N in a non-equilibrium geometry from OMol25. Energies are from ωB97M-V with the def2-TZVPD basis set.

## Properties
* 2S+1: 1
* calculated total energy: -7854.216 eV
* LUMO level: 0.0447 Ha
* energy above the lowest of the compared OMol25 structures with the same formula, charge and spin: 90.9 kcal per mole
* gap between HOMO and LUMO: 9.97 eV

Element x y z (Å)
C  1.80  -0.62  0.21
N  0.89  0.45  -0.14
C  -0.08  0.69  0.88
C  -0.93  1.45  -0.15
C  -0.29  0.35  -1.05
C  -1.06  -0.89  -0.63
C  -0.97  -0.95  0.70
H  1.28  -1.39  0.81
H  2.24  -1.09  -0.67
H  2.61  -0.20  0.83
H  0.31  1.15  1.80
H  -0.64  2.46  -0.44
H  -2.00  1.40  0.07
H  -0.10  0.50  -2.11
H  -1.63  -1.49  -1.32
H  -1.44  -1.82  1.19

***

6.
Here is an isolated molecule of C6H9N from OMol25. Energies are from ωB97M-V with the def2-TZVPD basis set.

## Properties
* 2S+1: 1
* calculated total energy: -7853.569 eV
* LUMO level: -0.0136 Ha
* energy above the lowest of the compared OMol25 structures with the same formula, charge and spin: 105.9 kcal per mole
* gap between HOMO and LUMO: 8.84 eV

Element x y z (Å)
C  1.56  1.16  0.08
C  0.53  0.03  0.09
C  -0.14  0.00  1.46
C  -1.78  -0.52  -0.07
C  -0.71  0.27  -0.81
C  1.16  -1.25  -0.29
N  1.63  -2.27  -0.55
H  2.04  1.26  -0.90
H  2.34  0.98  0.83
H  1.06  2.10  0.34
H  -1.67  -0.22  1.02
H  -0.05  -1.02  1.88
H  -1.66  -1.60  -0.18
H  -2.81  -0.23  -0.27
H  -0.56  -0.03  -1.85
H  -0.95  1.34  -0.79